The following is a DFT calculation (the ωB97M-V functional and the def2-TZVPD basis) of C3H4InO4 as an isolated structure.

Each line ends with the Löwdin charge.
Element x y z (Å)
C (-0.635, -0.524, 0.332)  -0.3806
O (-1.415, -1.150, 1.037)  -0.1806
O (-0.524, 0.795, 0.401)  0.1059
C (0.430, 1.177, -0.572)  0.0949
O (-0.614, -0.619, -1.342)  0.2109
C (0.055, 0.455, -1.716)  0.1143
In (-2.702, -0.990, 2.385)  1.1442
H (0.609, 0.444, -2.658)  0.2045
H (0.631, 2.245, -0.570)  0.1938
O (1.219, -0.928, 0.767)  0.0807
H (1.332, -0.998, 1.720)  0.1357
H (1.614, 0.094, 0.217)  0.2762

* multiplicity: 2
* DFT total energy: -16514.500 eV
* net charge: +2
* HOMO (alpha / beta): -17.6 / -17.6 eV
* ⟨S²⟩: 0.76
* ΔE to the lowest compared entry with this formula, charge and spin: 2.880 eV
* LUMO energy (alpha / beta): -10.6 / -13.6 eV
* frontier orbital gap (alpha / beta): 6.9924 / 3.9990 eV